Computed, not measured: an isolated molecule of C5H8INO2, with ωB97M-V/def2-TZVPD.

Calculated values
HOMO energy in eV: -9.079
SMILES: O=C(O)[C@@]1(I)CCCN1
Molecular weight in g/mol: 241.0
E in eV: -18999.446
Relative energy (zero: lowest compared OMol25 entry of this formula, charge and spin) in kcal per mole: 9.7
E_LUMO in eV: 0.22
Gap between HOMO and LUMO in Eh: 0.3418

```
17
Properties=species:S:1:pos:R:3:forces:R:3
I -1.546420 0.805650 -2.738050 0.4 -0.1 0.2
O -1.003607 -2.296629 -2.909735 0.7 -0.8 -0.1
O 0.883391 -2.472477 -1.597300 0.1 -2.4 -1.6
N 0.879653 -0.032048 -0.963579 0.5 -0.4 -2.6
C -0.205122 -1.870003 -2.143277 0.5 1.1 2.4
C 0.778450 0.672663 0.242256 -1.1 1.9 1.2
C -0.707776 0.694533 0.716513 0.4 -3.1 1.4
C -0.365985 -0.588152 -1.335810 0.4 1.7 -1.1
C -1.153543 -0.573689 -0.062728 -3.4 -2.2 -0.5
H -1.055390 -1.501258 0.516637 0.9 0.1 0.0
H 1.384126 0.494522 -1.700322 -0.7 -0.7 0.6
H 1.438856 0.284751 0.942143 0.9 -1.2 1.8
H -2.235338 -0.817980 -0.463301 1.5 1.5 1.3
H -0.884157 0.536636 1.868054 0.6 0.4 -2.3
H 1.206260 1.615303 0.065189 0.1 1.9 0.0
H 1.623926 -1.938881 -1.246055 -1.3 0.5 -0.2
H -1.291955 1.486055 0.375132 -0.6 1.7 -0.5
```
Positions in Å, forces in eV/Å.

These are the Mulliken partial charges, in e, on atoms 1 to 6: atom 1 (I): 0.058, atom 2 (O): -0.485, atom 3 (O): -0.540, atom 4 (N): -0.397, atom 5 (C): 0.464, atom 6 (C): -0.838

=====

Computed, not measured: an isolated molecule of C3H5N3S, with ωB97M-V/def2-TZVPD.

Calculated values
HOMO energy in eV: -8.493
SMILES: S=C1NCC=NN1
Molecular weight in g/mol: 115.2
E in eV: -18496.829
Relative energy (zero: lowest compared OMol25 entry of this formula, charge and spin) in kcal per mole: 24.6
E_LUMO in eV: 0.65
Gap between HOMO and LUMO in Eh: 0.3361

```
12
Properties=species:S:1:pos:R:3:forces:R:3
S 2.065593 -1.522011 -1.555283 0.1 -0.1 -0.1
N -0.086681 -1.079373 -0.036055 0.4 -1.5 -0.8
N 1.087552 0.775647 -0.678531 1.4 0.7 -1.2
N 0.057033 1.615024 -0.359483 -0.6 0.0 0.2
C -0.883845 1.134455 0.355429 0.5 -0.1 -0.2
C -0.855650 -0.280854 0.891130 -0.6 0.4 0.4
C 0.986961 -0.583769 -0.736933 -1.0 -0.4 0.9
H -1.708090 1.804447 0.564727 0.0 -0.1 0.1
H -0.159733 -2.122504 -0.032587 0.1 1.6 0.0
H 1.786481 1.190813 -1.347294 -1.2 -0.7 1.2
H -1.903765 -0.649437 1.048601 1.0 0.1 -0.4
H -0.385855 -0.282437 1.886279 0.0 0.1 0.0
```
Positions in Å, forces in eV/Å.

These are the Mulliken partial charges, in e, on atoms 1 to 6: atom 1 (S): -0.411, atom 2 (N): -0.188, atom 3 (N): 0.054, atom 4 (N): -0.607, atom 5 (C): -0.120, atom 6 (C): -0.336

=====

Computed, not measured: an isolated molecule of C6H12N2O, with ωB97M-V/def2-TZVPD.

Calculated values
HOMO energy in eV: -8.568
SMILES: CNC[C@@]12COC[C@@H]1N2
Molecular weight in g/mol: 128.2
E in eV: -11437.613
Relative energy (zero: lowest compared OMol25 entry of this formula, charge and spin) in kcal per mole: 162.8
E_LUMO in eV: 0.74
Gap between HOMO and LUMO in Eh: 0.3422

```
21
Properties=species:S:1:pos:R:3:forces:R:3
O -3.130690 0.490906 0.124190 1.4 -0.9 0.5
N -0.456285 -0.800752 1.104849 -3.1 0.4 -2.9
N 1.854301 -0.151721 0.310998 -4.4 -1.5 4.8
C -1.872617 1.291055 0.281789 0.8 -1.6 -3.4
C -2.834781 -0.872315 -0.279722 2.9 -1.0 1.8
C -1.307622 -0.971776 -0.310219 4.8 0.2 -0.9
C 3.015432 -0.131798 -0.244539 6.3 -6.5 -2.4
C -0.567942 0.302800 0.057902 -2.7 -1.2 1.3
C 0.865113 0.776863 -0.197335 -0.6 4.2 2.3
H 3.560793 0.654248 -0.279599 3.2 6.5 0.1
H -1.992406 1.939472 -0.704273 0.9 -0.4 2.7
H -1.727620 1.675794 1.277690 -0.8 0.8 0.1
H 0.453796 -1.217924 0.856686 -0.7 0.0 0.1
H 3.120027 -0.454989 -1.303345 -0.4 -0.7 0.3
H 3.728519 -0.758110 0.476639 -1.0 0.5 -2.1
H -3.049549 -1.730530 0.437552 -0.7 1.6 -0.2
H 0.929893 1.712812 0.568319 -0.4 -1.5 -1.6
H 1.087454 1.358759 -1.169482 0.0 -1.8 1.1
H -3.176818 -1.240826 -1.231139 -0.7 0.8 -0.6
H 2.167217 -0.372388 1.396868 -2.8 1.8 -3.2
H -0.666218 -1.499583 -1.173820 -2.0 0.4 2.1
```
Positions in Å, forces in eV/Å.

These are the Mulliken partial charges, in e, on atoms 1 to 6: atom 1 (O): -0.384, atom 2 (N): -0.879, atom 3 (N): -0.309, atom 4 (C): -0.582, atom 5 (C): -0.459, atom 6 (C): -0.357